# 1
{
  "formula": "C5H8NO",
  "method": "wB97M-V/def2-TZVPD",
  "lumo_ev": [-5.7, -5.3],
  "homo_lumo_gap_ha": [0.277, 0.272],
  "total_charge": 1,
  "e_above_lowest_kcal_mol": 120.02,
  "homo_energy_ev": [-13.28, -12.71],
  "elements": ["C", "C", "C", "C", "C", "N", "O", "H", "H", "H", "H", "H", "H", "H", "H"],
  "xyz": [[1.24186, 0.32122, 0.39452], [-0.93572, -1.74621, -1.29317], [1.01463, 2.22456, -1.45814], [-0.07843, -0.23414, 0.39832], [-0.96299, -0.14046, 1.63382], [-0.37086, -0.78124, -0.69257], [0.79344, 1.98297, -0.33436], [2.01085, 0.14698, -0.37819], [1.63583, 0.78965, 1.29771], [-1.32794, -2.65749, -0.79972], [-1.12717, -1.52537, -2.39834], [1.54831, 1.71023, -2.25600], [-1.99270, -0.17706, 1.38558], [-0.70628, 0.93870, 2.03238], [-0.74283, -0.85235, 2.46815]],
  "atomic_forces_ev_per_a": [[0.28, -0.22, 1.05], [-0.52, 1.28, -1.13], [-0.06, 1.06, -0.27], [2.76, 0.47, 3.69], [1.73, 2.73, 0.71], [-1.94, -2.54, -3.69], [-0.40, 1.13, -0.29], [-0.83, -0.46, 0.47], [-0.14, -0.58, -0.02], [0.68, 0.31, -0.29], [0.03, -0.85, 1.57], [0.06, -0.53, -0.19], [-0.96, -0.08, -0.23], [-0.84, -2.07, -0.38], [0.16, 0.36, -1.02]],
  "mulliken_charge": [-0.7441, -0.2472, 0.1355, 0.6728, -1.0528, -0.1077, -0.2053, 0.4092, 0.3010, 0.2972, 0.2568, 0.3055, 0.3810, 0.3055, 0.2926]
}

---

# 2
{
  "formula": "C2H5IN2",
  "method": "wB97M-V/def2-TZVPD",
  "lumo_ev": 0.5,
  "homo_lumo_gap_ha": 0.324,
  "total_charge": 0,
  "e_above_lowest_kcal_mol": 49.36,
  "homo_energy_ev": -8.34,
  "elements": ["C", "C", "N", "N", "I", "H", "H", "H", "H", "H"],
  "xyz": [[0.06097, 0.65327, -1.56766], [-0.25983, 0.27737, -0.19421], [-0.82625, -0.54690, 1.96885], [-0.66990, -0.23520, 0.77838], [2.00099, -0.84892, 3.85033], [-0.53089, 1.61749, -1.98106], [1.11546, 0.72524, -1.59595], [-0.04905, -0.27926, -2.16757], [0.81072, -0.34032, 3.12417], [-1.17588, -1.49697, 1.93072]],
  "atomic_forces_ev_per_a": [[-1.63, 0.65, -0.64], [-1.30, -0.91, 0.66], [-0.91, -0.80, 1.36], [1.90, 2.07, -2.79], [3.10, -1.20, 1.87], [1.49, -2.46, 0.87], [1.22, 1.03, -0.26], [-0.70, 0.81, 0.08], [-2.94, 1.13, -1.76], [-0.25, -0.32, 0.61]],
  "mulliken_charge": [-0.8024, 0.3108, -1.0775, 0.5685, -0.1268, 0.2486, 0.2874, 0.2460, 0.1115, 0.2337]
}

---

# 3
{
  "formula": "C63H79ClINO5P",
  "method": "wB97M-V/def2-TZVPD",
  "lumo_ev": -2.4,
  "homo_lumo_gap_ha": 0.288,
  "total_charge": 1,
  "homo_energy_ev": -10.20,
  "elements": ["C", "C", "C", "I", "C", "C", "C", "C", "C", "C", "C", "C", "C", "C", "C", "C", "O", "C", "C", "O", "N", "C", "C", "C", "C", "O", "C", "O", "P", "C", "O", "C", "C", "C", "C", "Cl", "H", "H", "H", "H", "H", "H", "H", "H", "H", "H", "H", "H", "H", "H", "H", "H", "H", "H", "H", "H", "H", "H", "H", "H", "H", "H", "H", "H", "H", "H", "H", "H", "H", "H", "H", "H", "H", "H", "H", "H", "H", "H", "H", "C", "C", "C", "C", "C", "C", "H", "H", "H", "H", "H", "H", "C", "C", "C", "C", "C", "C", "H", "H", "H", "H", "H", "H", "C", "C", "C", "C", "C", "C", "H", "H", "H", "H", "H", "H", "C", "C", "C", "C", "C", "C", "H", "H", "H", "H", "H", "H", "C", "C", "C", "C", "C", "C", "H", "H", "H", "H", "H", "H", "C", "C", "C", "C", "C", "C", "H", "H", "H", "H", "H", "H"],
  "xyz": [[-0.29177, 1.03471, -5.24606], [1.08093, 0.74511, -4.49183], [1.20675, -0.77791, -4.09082], [0.80345, -1.93236, -5.90868], [2.46816, -1.17759, -3.25570], [3.04989, -2.68098, -3.30244], [2.06437, -3.90263, -3.28369], [0.97529, -3.58827, -2.18555], [-0.45138, -3.50423, -2.43857], [-1.31042, -3.14999, -1.28540], [-0.77855, -2.87565, 0.04997], [-1.65282, -2.45433, 1.27034], [0.67868, -2.98747, 0.29972], [1.51987, -3.33456, -0.82937], [4.16965, -2.51413, -4.42623], [4.08576, -3.43667, -5.67437], [5.40601, -3.80589, -6.19158], [5.27656, -4.91476, -7.06821], [4.81012, -4.74853, -8.54991], [5.56147, -5.99163, -6.63052], [4.61484, -1.06726, -4.58606], [6.10342, -0.87587, -4.70187], [6.94499, -0.77264, -3.37712], [8.26408, 0.08628, -3.67698], [7.96088, 1.61898, -3.86228], [7.62140, 2.27733, -2.61864], [7.15531, 3.55351, -3.01861], [7.87629, 4.48327, -3.21363], [4.03316, -0.31211, -6.17258], [5.06245, -0.91898, -7.61340], [4.31617, 1.35955, -6.15467], [3.88293, -0.45208, -3.39936], [4.07409, 1.06506, -3.05340], [4.30765, 1.33382, -1.50218], [3.17841, 0.73199, -0.58347], [4.38312, 3.12695, -1.13069], [-0.65655, 2.03381, -4.90088], [-0.15773, 1.02052, -6.35358], [-1.04004, 0.26498, -4.92817], [1.93215, 1.13948, -5.09926], [1.07662, 1.32502, -3.52105], [0.31007, -0.98399, -3.43776], [2.10376, -1.10238, -2.18896], [3.67835, -2.89759, -2.39169], [1.63403, -4.21239, -4.26298], [2.62721, -4.79845, -2.88339], [-0.85315, -3.68906, -3.46043], [-2.41730, -3.04208, -1.40169], [-1.61234, -1.32853, 1.36013], [-2.72743, -2.74523, 1.19326], [-1.20059, -2.84008, 2.22741], [1.15939, -2.78970, 1.28161], [2.62524, -3.38618, -0.64986], [5.08979, -2.93134, -3.90996], [3.50852, -3.03141, -6.54703], [3.59734, -4.42599, -5.42870], [3.68867, -4.69543, -8.58344], [5.24874, -3.78413, -8.93637], [5.21406, -5.59029, -9.17390], [6.40276, 0.00325, -5.34406], [6.51387, -1.76941, -5.25604], [6.45329, -0.27148, -2.51207], [7.30716, -1.81116, -3.12638], [8.83199, -0.32395, -4.54893], [8.86463, 0.01973, -2.72328], [7.11323, 1.82216, -4.58539], [8.85598, 2.15601, -4.28969], [6.05387, 3.71937, -3.21663], [4.36950, -1.49216, -8.28605], [5.42737, -0.03575, -8.20704], [5.91771, -1.59132, -7.36579], [5.08479, 1.57468, -6.72262], [4.38923, -0.92049, -2.49772], [5.04303, 1.39088, -3.54050], [3.29732, 1.77240, -3.42171], [5.28632, 0.91563, -1.14682], [3.41295, -0.35131, -0.35403], [2.19195, 0.75926, -1.11088], [3.07080, 1.26786, 0.38921], [-5.72333, -1.66360, 4.22912], [-5.63864, -1.63942, 5.61618], [-4.51098, -1.11455, 6.23587], [-3.47014, -0.60387, 5.46752], [-3.55622, -0.62449, 4.08025], [-4.68155, -1.15875, 3.46043], [-6.60169, -2.07636, 3.74684], [-6.45260, -2.03121, 6.21509], [-4.44291, -1.10219, 7.31733], [-2.59263, -0.19004, 5.95098], [-2.74520, -0.22471, 3.48076], [-4.74659, -1.18027, 2.37880], [-4.74707, 4.68471, 5.79049], [-4.57172, 3.31490, 5.63490], [-5.65938, 2.45627, 5.74894], [-6.92438, 2.96919, 6.00945], [-7.10029, 4.34025, 6.16154], [-6.01147, 5.19734, 6.05627], [-3.89800, 5.35385, 5.70476], [-3.58516, 2.91520, 5.42498], [-5.52040, 1.38675, 5.63388], [-7.77329, 2.30074, 6.09383], [-8.08741, 4.74049, 6.36312], [-6.14814, 6.26526, 6.18018], [-4.25249, 1.73259, 1.06025], [-4.34457, 2.66693, 2.08521], [-4.52495, 4.01054, 1.78673], [-4.62370, 4.42116, 0.46136], [-4.53596, 3.48692, -0.56325], [-4.34596, 2.14297, -0.26441], [-4.10795, 0.68447, 1.29426], [-4.27451, 2.34686, 3.11804], [-4.58983, 4.73958, 2.58683], [-4.76933, 5.46983, 0.22830], [-4.61477, 3.80671, -1.59615], [-4.27188, 1.41485, -1.06423], [-1.50514, 5.68562, 1.43645], [-1.42119, 5.70890, 2.82317], [-0.29319, 6.23268, 3.44361], [0.74778, 6.74242, 2.67653], [0.66263, 6.72258, 1.28959], [-0.46164, 6.19046, 0.66924], [-2.38324, 5.27391, 0.95404], [-2.23652, 5.31713, 3.42163], [-0.22540, 6.24471, 4.52532], [1.62534, 7.15537, 3.16027], [1.47398, 7.12184, 0.69145], [-0.52553, 6.17024, -0.41270], [3.56874, -7.04904, 0.70698], [2.26765, -6.56983, 0.61219], [1.45640, -6.53123, 1.73954], [1.94984, -6.96327, 2.96477], [3.25229, -7.43921, 3.06052], [4.06050, -7.48622, 1.93137], [4.20046, -7.08226, -0.17372], [1.88453, -6.22639, -0.34248], [0.43941, -6.16348, 1.66336], [1.31894, -6.92903, 3.84528], [3.63726, -7.77471, 4.01650], [5.07402, -7.86251, 2.00537], [-9.35239, 3.08170, 8.80214], [-9.17711, 1.71135, 8.64628], [-10.26442, 0.85371, 8.76068], [-11.52949, 1.36700, 9.02138], [-11.70533, 2.73681, 9.17351], [-10.61652, 3.59402, 9.06827], [-8.50361, 3.75021, 8.71628], [-8.19128, 1.31167, 8.43623], [-10.12649, -0.21520, 8.64581], [-12.37839, 0.69858, 9.10587], [-12.69230, 3.13689, 9.37530], [-10.75332, 4.66190, 9.19250]],
  "atomic_forces_ev_per_a": [[0.58, 0.08, 0.86], [-0.57, 0.02, 0.30], [-0.23, 0.92, 0.09], [-0.12, -0.11, 0.31], [0.58, -1.04, 0.79], [0.07, 0.81, -0.77], [-0.40, -0.29, 0.74], [-0.30, 0.34, 1.13], [1.12, 0.52, 2.63], [1.48, 0.15, 0.47], [1.33, -0.56, -0.61], [0.46, 0.52, -0.28], [-0.92, -0.39, -3.07], [-1.83, 0.27, -0.03], [2.15, -3.22, 0.50], [-0.52, -0.42, -1.28], [-0.78, 0.32, -0.40], [0.27, -1.25, -0.26], [0.58, 1.10, 0.51], [-0.14, 0.66, -0.20], [0.21, 0.96, -0.65], [2.30, -0.56, 0.85], [1.13, 0.02, -0.68], [-0.91, 0.50, 1.23], [0.56, -0.14, -0.98], [-0.78, 0.50, -0.94], [-0.11, 0.94, -0.21], [0.09, -0.79, 0.37], [-3.13, 1.25, -1.74], [0.71, -0.11, -0.07], [1.18, -1.94, -0.12], [-0.62, 0.45, 2.89], [1.27, 0.98, -0.28], [-0.70, -0.81, 0.68], [0.00, -0.47, -0.31], [-0.03, -0.86, -0.59], [0.21, -0.78, -0.54], [-0.23, -0.01, 0.96], [0.49, 0.72, -0.43], [-0.62, -0.55, 0.48], [0.02, -0.57, -0.89], [0.96, -0.11, -0.85], [0.69, 0.43, -1.08], [-0.90, 0.94, -0.67], [0.17, 0.54, 0.81], [-0.38, 0.90, -0.58], [0.26, 0.18, 1.03], [1.14, -0.22, -0.07], [-0.13, -1.06, -0.14], [0.93, 0.07, 0.02], [-0.59, 0.19, -1.03], [-0.68, -0.21, -0.76], [-1.17, -0.13, -0.26], [-0.86, 0.27, -0.67], [0.26, -0.02, 0.98], [0.24, 1.29, 0.35], [1.05, -0.10, -0.07], [-0.64, -0.91, 0.24], [-0.59, 0.73, 0.88], [-0.99, -0.66, 0.72], [-0.73, 0.85, 0.53], [0.16, -0.60, -0.74], [-0.62, 1.11, 0.19], [-0.41, 0.43, 0.76], [-0.24, -0.05, -1.23], [0.70, -0.45, 0.48], [-0.75, -0.69, 0.38], [0.79, -1.03, 0.47], [0.44, 0.55, 0.77], [-0.26, -0.75, 0.63], [-0.63, 0.58, -0.20], [-0.32, 0.18, 0.48], [-0.18, 0.27, -1.22], [-1.05, -0.22, 0.37], [0.45, -0.80, 0.21], [-0.76, 0.53, -0.55], [-0.27, 1.07, -0.25], [0.75, 0.13, 0.52], [0.29, -0.38, -0.86], [0.01, 0.02, -0.02], [0.03, 0.01, 0.00], [0.03, -0.01, -0.05], [-0.02, -0.03, -0.01], [-0.05, -0.03, 0.00], [0.05, 0.02, 0.11], [0.04, 0.03, 0.03], [0.04, 0.01, -0.03], [-0.01, 0.02, -0.05], [-0.04, -0.02, -0.02], [-0.03, 0.00, 0.03], [-0.03, -0.01, 0.05], [0.00, -0.02, -0.03], [-0.04, 0.02, 0.05], [-0.01, 0.00, -0.02], [0.05, 0.04, -0.02], [0.03, -0.01, -0.01], [-0.01, -0.03, -0.02], [-0.03, -0.02, 0.02], [-0.03, 0.00, 0.04], [-0.01, 0.06, -0.02], [0.03, 0.05, -0.01], [0.04, -0.03, -0.02], [0.00, -0.04, -0.01], [0.03, 0.10, -0.08], [0.05, -0.06, 0.02], [-0.09, -0.01, -0.06], [-0.11, -0.10, 0.02], [0.02, 0.02, -0.01], [0.03, -0.01, 0.05], [-0.01, 0.05, -0.01], [-0.04, 0.01, -0.06], [-0.04, -0.05, -0.01], [-0.01, -0.05, 0.01], [0.00, -0.01, 0.05], [-0.03, 0.03, 0.02], [0.05, 0.03, -0.05], [0.04, 0.00, -0.01], [0.00, 0.00, -0.04], [-0.02, -0.03, 0.00], [0.00, -0.03, -0.01], [0.03, 0.01, 0.10], [0.16, 0.03, 0.06], [0.03, -0.01, -0.04], [0.00, 0.02, -0.04], [-0.04, -0.01, -0.02], [-0.04, -0.01, 0.03], [-0.01, 0.02, 0.04], [-0.03, 0.03, 0.04], [0.05, -0.01, -0.02], [0.02, 0.03, 0.03], [0.02, 0.01, -0.04], [0.00, 0.01, -0.02], [-0.01, 0.03, 0.00], [-0.02, -0.03, 0.03], [-0.02, -0.03, 0.05], [0.04, -0.01, -0.01], [0.03, -0.02, -0.04], [-0.02, 0.01, -0.05], [-0.05, 0.01, 0.00], [-0.03, -0.02, 0.01], [-0.03, 0.01, 0.02], [-0.01, 0.05, -0.01], [0.03, 0.02, 0.00], [0.01, -0.01, 0.00], [0.01, -0.05, -0.02], [-0.02, -0.05, 0.02], [-0.03, 0.03, 0.03], [-0.01, 0.04, 0.00], [0.04, 0.03, 0.00], [0.05, -0.02, 0.00], [0.00, -0.04, 0.00]],
  "mulliken_charge": [-1.3505, 0.2967, -1.8508, 0.0442, 1.5319, -0.5401, -1.2351, 0.1907, -0.3316, -0.7736, 0.9834, -1.3725, -1.1216, -0.2172, 0.2251, -0.9731, -0.3113, 0.7125, -0.8349, -0.5081, 1.0791, -0.9388, -0.2578, -1.1885, -0.3345, -0.3334, 0.2631, -0.4556, 0.1439, -0.9486, -0.5574, -1.5210, -0.3895, 0.4557, -0.9242, -0.1900, 0.4153, 0.3404, 0.3253, -0.0160, 0.2554, 0.7371, 0.4799, 0.2725, 0.5423, 0.3747, 0.4417, 0.3509, 0.2321, 0.4142, 0.3721, 0.3667, 0.3965, 0.1623, 0.0361, 0.7483, 0.2318, 0.2584, 0.3342, 0.5443, 0.5571, -0.1805, 0.4458, 0.3698, 0.4695, 0.1636, 0.5269, 0.3512, 0.3422, 0.5372, 0.2541, 0.3376, 0.3381, -0.4057, 0.7293, 0.2024, 0.2079, 0.1454, 0.5094, -0.6508, -0.4545, -0.4533, -0.5530, -0.0648, -0.1804, 0.3768, 0.4161, 0.3891, 0.3993, 0.3796, 0.3741, -0.3352, -0.3327, 0.3579, -0.7791, -0.6620, -0.5553, 0.4193, 0.3437, 0.0752, 0.6259, 0.5468, 0.4057, -0.0299, -0.0630, -0.2114, -0.7252, -0.3988, -0.6036, 0.1145, 0.0757, 0.5917, 0.3934, 0.3886, 0.4126, 0.2149, -0.1707, -0.4640, -0.4370, -0.4331, -0.6115, 0.0444, 0.2960, 0.3732, 0.3713, 0.3830, 0.3908, -0.4391, -0.1717, -0.4670, -0.4475, -0.4075, -0.3808, 0.3696, 0.4187, 0.4285, 0.3755, 0.3661, 0.3701, -0.3539, -0.4248, -0.4177, -0.3796, -0.3902, -0.4839, 0.5255, 0.4960, 0.3593, 0.3573, 0.3609, 0.3610]
}

---

# 4
{
  "formula": "C4H10N2",
  "method": "wB97M-V/def2-TZVPD",
  "lumo_ev": 0.9,
  "homo_lumo_gap_ha": 0.331,
  "total_charge": 0,
  "smiles": "C=C(N)[C@@H](C)N",
  "e_above_lowest_kcal_mol": 48.20,
  "homo_energy_ev": -8.07,
  "elements": ["C", "C", "C", "C", "N", "N", "H", "H", "H", "H", "H", "H", "H", "H", "H", "H"],
  "xyz": [[-1.77227, -0.21858, 0.34409], [1.21430, 0.35874, -1.52914], [0.60207, -0.30220, -0.49376], [-0.46886, 0.52677, 0.11850], [-0.11583, 1.28382, 1.32021], [0.95622, -1.50141, 0.06174], [0.09412, 0.64921, 2.08662], [0.70490, 1.85699, 1.15782], [0.74499, -1.65617, 1.03486], [1.72160, -2.00393, -0.35742], [-2.07386, -0.76129, -0.55031], [-2.55210, 0.48599, 0.62665], [-1.67108, -0.94978, 1.15136], [0.64567, 0.83130, -2.31583], [2.19121, 0.03689, -1.87806], [-0.22109, 1.36365, -0.77734]],
  "atomic_forces_ev_per_a": [[-0.15, 0.52, -0.33], [1.04, -2.11, -0.20], [1.12, 0.69, -0.39], [0.40, 2.09, -2.09], [0.12, -0.45, 0.18], [0.10, 0.38, -0.18], [0.01, 0.12, 0.07], [0.00, -0.11, -0.03], [0.21, -0.12, -0.09], [-0.03, -0.04, 0.26], [-0.03, 0.00, -0.02], [-0.08, -0.06, 0.01], [0.10, 0.06, 0.04], [-0.16, 0.76, 0.50], [0.03, -0.39, -0.12], [-2.68, -1.33, 2.39]],
  "mulliken_charge": [-1.2870, -1.0876, 0.3464, 0.3127, -0.6167, -0.3572, 0.2253, 0.3040, 0.2041, 0.2394, 0.3388, 0.3687, 0.2751, 0.2692, 0.2894, 0.1754]
}